Record 1
Entry from the OMol25 dataset: a molecular structure, C34H31Br4GeLiO2P2 (ωB97M-V/def2-TZVPD).

The geometry in ORCA input format:
```
! RIJCOSX wB97M-V def2-TZVPD def2/J DEFGRID3
* xyz -1 2
Br -3.453 2.379 -2.295
Br -0.965 6.549 0.770
Br 1.165 4.248 1.957
Br -3.334 5.598 -1.359
Ge -2.509 -1.172 0.142
P 1.689 -2.975 -0.058
P 2.523 0.045 -0.386
O -1.326 0.766 -0.927
O 0.507 1.526 0.873
C -1.293 2.033 -0.557
C -3.182 -2.318 -3.882
C -4.569 -1.010 2.241
C 3.318 -2.595 -0.863
C -4.156 1.042 1.067
C 5.345 -3.288 -2.002
C -2.166 2.998 -1.050
C -5.129 1.677 1.827
C -0.285 2.433 0.399
C 0.648 -3.024 -1.581
C 3.168 0.127 1.335
C 3.201 1.607 -1.052
C 3.676 -1.247 -1.049
C -1.543 -3.097 2.146
C -4.667 -1.156 -1.850
C -5.247 -1.385 -3.093
C 1.808 -4.778 0.279
C -4.505 -1.964 -4.114
C -2.627 -4.155 0.289
C -2.383 -5.401 0.859
C -1.313 -4.337 2.727
C 5.685 -1.964 -2.211
C -1.111 4.741 0.231
C -3.866 -0.311 1.258
C -1.728 -5.495 2.080
C -2.610 -2.087 -2.637
C -2.214 -2.981 0.923
C 4.853 -0.956 -1.733
C -2.093 4.348 -0.664
C -3.339 -1.502 -1.602
C 4.162 -3.594 -1.337
C -5.545 -0.376 3.002
C -0.218 3.788 0.743
C -5.826 0.969 2.797
Li 0.011 -0.038 0.063
H -6.084 -0.934 3.759
H 6.593 -1.709 -2.744
H 1.101 -3.663 -2.342
H -6.277 -1.099 -3.267
H -3.617 1.610 0.317
H 4.248 1.743 -0.777
H -2.710 -6.301 0.350
H 2.612 2.412 -0.612
H -1.571 -2.359 -2.480
H -0.341 -3.409 -1.319
H 0.885 -5.080 0.774
H -4.953 -2.132 -5.086
H 2.697 0.989 1.807
H 2.890 -0.773 1.886
H 5.134 0.075 -1.902
H -5.333 2.728 1.664
H 2.641 -4.977 0.956
H 3.096 1.650 -2.136
H 4.255 0.231 1.333
H -0.795 -4.403 3.677
H -6.582 1.464 3.395
H 5.989 -4.084 -2.357
H -1.197 -2.202 2.653
H -4.364 -2.061 2.414
H 3.904 -4.634 -1.190
H -2.592 -2.764 -4.674
H 1.927 -5.373 -0.628
H -3.150 -4.098 -0.659
H -5.258 -0.691 -1.069
H -1.544 -6.465 2.526
H 0.536 -2.016 -1.982
*
```

Properties
frontier orbital gap (spin up / spin down) = 6.12 / 5.98 eV
ΔE to the lowest compared entry with this formula, charge and spin = 7.3 kJ/mol
electronic energy = -395327.92216 eV

Here are the Löwdin charges for atoms 1 to 8, given in e:
1. Br 0.772
2. Br 0.660
3. Br 0.707
4. Br 0.655
5. Ge 1.087
6. P 0.892
7. P 0.865
8. O -0.318


Record 2
Entry from the OMol25 dataset: a molecular structure, C34H31BrIN5O4Ta (ωB97M-V/def2-TZVPD).

The geometry in ORCA input format:
```
! RIJCOSX wB97M-V def2-TZVPD def2/J DEFGRID3
* xyz 3 1
Ta -0.243 -0.058 0.906
I -0.331 2.788 0.237
Br 0.764 5.707 -1.218
O -2.008 -0.214 -0.237
O 0.283 0.162 2.810
O -2.020 0.388 1.833
O 1.823 0.279 0.991
N 0.742 -10.038 0.091
N 0.241 0.270 -2.198
N 2.331 0.259 2.230
N 1.528 0.207 3.193
N 0.458 0.254 -4.723
C -4.145 0.317 0.736
C 1.613 -6.666 -0.083
C -1.288 6.120 2.962
C 6.456 0.235 2.860
C -0.890 0.993 -2.808
C 4.592 0.301 1.345
C 0.662 -8.899 0.214
C 5.956 0.274 1.564
C 5.588 0.235 3.947
C 1.498 -5.297 0.002
C -6.273 -0.287 -0.200
C -6.895 0.548 0.724
C -0.741 -5.541 0.912
C -2.721 0.152 0.776
C 0.246 -1.118 -2.692
C 4.223 0.253 3.750
C 0.429 -1.155 -4.230
C -1.124 4.858 2.409
C 0.084 -2.094 0.619
C 1.623 0.984 -4.135
C -4.776 1.146 1.675
C 1.498 0.928 -2.592
C -0.621 -6.911 0.836
C 3.733 0.278 2.440
C 0.319 -4.718 0.497
C -0.064 5.860 0.468
C -0.813 0.943 -4.352
C -0.520 4.759 1.176
C -0.240 7.115 1.034
C 0.554 -7.478 0.335
C 0.189 -3.317 0.570
C -0.851 7.241 2.273
C -6.149 1.276 1.646
C -4.898 -0.389 -0.214
H 1.610 2.008 -4.503
H -4.185 1.686 2.403
H 2.327 0.369 -2.159
H 7.524 0.211 3.026
H 0.100 7.988 0.495
H 6.630 0.286 0.720
H -0.864 2.028 -2.471
H -1.816 0.543 -2.455
H -0.809 1.943 -4.783
H -0.388 -1.681 -4.720
H -1.469 3.984 2.945
H -0.692 -1.589 -2.400
H -0.986 8.225 2.698
H 2.542 0.514 -4.482
H -1.648 0.394 -4.783
H 0.548 0.251 -5.740
H 1.054 -1.660 -2.201
H -6.638 1.935 2.349
H -7.974 0.626 0.734
H -1.434 -7.550 1.150
H 1.359 -1.643 -4.515
H -1.762 6.215 3.929
H -6.861 -0.862 -0.902
H 1.515 1.936 -2.180
H 2.311 -4.660 -0.321
H 3.542 0.249 4.587
H 4.194 0.337 0.341
H 5.976 0.223 4.956
H 2.510 -7.118 -0.482
H -4.388 -1.045 -0.907
H -1.649 -5.092 1.291
*
```

Properties
frontier orbital gap = 5.48 eV
electronic energy = -131067.87927 eV

Here are the Löwdin charges for atoms 1 to 8, given in e:
1. Ta 1.709
2. I 1.169
3. Br 0.762
4. O -0.170
5. O -0.235
6. O -0.132
7. O -0.258
8. N 0.219


Record 3
Entry from the OMol25 dataset: a molecular structure, C34H31N6OPPd (ωB97M-V/def2-TZVPD).

The geometry in ORCA input format:
```
! RIJCOSX wB97M-V def2-TZVPD def2/J DEFGRID3
* xyz 0 1
Pd -1.213 -0.272 -0.660
P -0.367 1.389 0.541
O 0.222 -1.848 0.296
N -2.348 -2.067 -1.067
N 0.918 -3.375 -1.246
N 0.242 -6.508 -0.020
N -3.082 -3.971 -0.290
N 1.003 -0.402 -2.307
N -1.322 -3.589 2.959
C -2.920 4.425 1.654
C 3.547 -0.707 -1.769
C 0.998 2.431 -0.056
C 0.656 -0.760 4.445
C -4.063 2.882 0.165
C 4.165 0.683 -1.582
C -1.743 3.657 1.573
C 3.703 -1.551 -0.500
C 1.413 0.328 2.442
C 0.062 -4.113 0.868
C 0.109 0.705 2.145
C -2.344 -2.989 -2.086
C 2.793 4.002 0.296
C 2.869 4.224 -1.072
C 4.186 -1.432 -2.962
C -2.795 -2.692 0.002
C -5.194 2.483 -0.586
C 1.855 3.115 0.804
C -1.743 2.517 0.817
C -5.117 1.365 -1.364
C -0.648 -0.386 4.156
C -2.889 2.096 0.096
C 0.164 -5.443 0.426
C -4.043 4.045 0.970
C 2.007 3.557 -1.932
C 2.120 -0.531 -2.067
C 0.391 -3.049 -0.017
C -2.821 0.903 -0.693
C 1.077 2.663 -1.428
C -0.669 -3.817 2.032
C -0.922 0.346 3.014
C -3.943 0.580 -1.419
C 1.686 -0.393 3.593
C -2.790 -4.184 -1.614
H 3.331 -2.562 -0.655
H -6.100 3.073 -0.539
H 3.460 4.523 0.969
H 4.072 -0.857 -3.881
H -3.328 -4.665 0.396
H 3.719 1.204 -0.733
H 3.738 -2.415 -3.103
H -1.455 -0.691 4.809
H -5.973 1.056 -1.951
H 0.412 2.132 -2.098
H -1.945 0.620 2.784
H 0.865 -1.352 5.326
H 4.033 1.300 -2.470
H 1.794 2.957 1.873
H 3.598 4.920 -1.467
H -3.954 -0.300 -2.049
H 0.863 -2.646 -1.937
H 2.062 3.731 -2.999
H -0.851 3.972 2.102
H 0.811 -4.324 -1.568
H 2.705 -0.688 3.812
H 3.154 -1.119 0.334
H 5.234 0.568 -1.395
H -2.910 -5.143 -2.085
H -4.945 4.644 1.033
H -2.875 -2.278 0.993
H -2.931 5.323 2.258
H 5.251 -1.564 -2.766
H 2.222 0.591 1.774
H 4.762 -1.597 -0.243
H -2.026 -2.730 -3.081
*
```

Properties
frontier orbital gap = 7.65 eV
ΔE to the lowest compared entry with this formula, charge and spin = 23.4 kJ/mol
electronic energy = -59519.42601 eV

Here are the Löwdin charges for atoms 1 to 8, given in e:
1. Pd 0.738
2. P 1.013
3. O -0.116
4. N -0.052
5. N 0.172
6. N 0.119
7. N 0.093
8. N 0.173


Record 4
Entry from the OMol25 dataset: a molecular structure, C34H32AsBrN4O5Pd (ωB97M-V/def2-TZVPD).

The geometry in ORCA input format:
```
! RIJCOSX wB97M-V def2-TZVPD def2/J DEFGRID3
* xyz 4 5
Pd 0.265 0.369 0.436
Br -1.872 -5.751 -3.611
As 0.193 0.770 3.321
O 0.402 2.321 -0.411
O 0.087 -1.952 -0.492
O -0.205 -0.470 2.286
O -1.726 -0.191 -1.228
O 1.492 4.212 -0.357
N 2.630 2.244 -0.764
N -3.718 0.546 -3.494
N -4.459 -1.326 -4.429
N 2.549 0.833 -0.888
C 0.455 -0.920 5.638
C -0.831 2.336 2.765
C -1.780 -3.973 -2.940
C -1.502 0.362 7.148
C -6.811 0.836 -6.241
C -0.203 0.210 5.164
C -0.835 -0.749 7.643
C -1.742 -1.389 -1.883
C 4.167 0.455 1.977
C -0.683 3.553 3.421
C -5.335 2.087 -4.722
C -6.399 2.032 -5.642
C -0.805 -2.360 -1.439
C 1.485 2.925 -0.523
C 2.119 1.110 3.057
C -2.201 4.556 1.847
C -6.276 -0.367 -5.840
C 0.880 -2.981 0.124
C 2.810 0.254 2.201
C -2.631 -1.702 -2.933
C -2.363 3.336 1.206
C 2.772 2.160 3.689
C -0.846 -3.649 -1.952
C -2.633 -3.009 -3.448
C -3.578 -0.808 -3.573
C -1.170 0.878 5.901
C -1.689 2.216 1.669
C 0.108 -1.424 6.883
C 4.814 1.524 2.579
C -5.229 -0.346 -4.887
C 2.688 5.007 -0.365
C -1.369 4.664 2.954
C 4.118 2.376 3.424
C -4.782 0.893 -4.316
H -1.898 1.223 1.238
H 3.393 0.420 -0.487
H -3.078 1.209 -3.084
H -1.691 1.744 5.504
H -6.663 -1.316 -6.186
H 2.366 5.999 -0.048
H -6.917 2.948 -5.893
H -1.255 5.612 3.455
H 4.620 3.198 3.910
H -2.740 5.424 1.497
H -2.291 0.832 7.719
H -2.609 0.209 -1.209
H 3.116 5.082 -1.366
H 1.214 -1.413 5.036
H 2.306 -0.624 1.779
H 0.238 -3.747 0.568
H -1.035 -1.084 8.656
H -3.319 -3.252 -4.247
H 2.525 0.565 -1.876
H -0.179 -4.419 -1.600
H 1.452 -2.497 0.914
H -4.952 3.047 -4.405
H 3.457 2.726 -1.105
H 3.418 4.616 0.345
H 1.567 -3.434 -0.596
H -3.039 3.257 0.369
H -7.595 0.864 -6.982
H 2.260 2.791 4.402
H -0.050 3.629 4.298
H 0.593 -2.313 7.257
H 4.724 -0.256 1.382
H 5.871 1.680 2.419
*
```

Properties
frontier orbital gap (spin up / spin down) = 6.21 / 2.97 eV
ΔE to the lowest compared entry with this formula, charge and spin = 170.0 kJ/mol
electronic energy = -186292.53894 eV

Here are the Löwdin charges for atoms 1 to 8, given in e:
1. Pd 1.112
2. Br 1.081
3. As 1.262
4. O -0.048
5. O -0.120
6. O -0.501
7. O 0.086
8. O 0.050


Record 5
Entry from the OMol25 dataset: a molecular structure, C34H32BBrFN4O6ReS (ωB97M-V/def2-TZVPD).

The geometry in ORCA input format:
```
! RIJCOSX wB97M-V def2-TZVPD def2/J DEFGRID3
* xyz 1 4
Re 0.042 1.178 -2.723
Br -4.846 -0.727 -8.139
S 3.858 -7.168 -2.114
F 1.102 -0.535 3.746
O 3.545 -7.065 -4.750
O 1.508 1.266 -6.502
O -1.030 5.191 -1.985
O -0.532 3.145 -2.706
O 0.362 1.391 -0.700
O 0.544 1.441 -4.511
N -0.778 4.299 1.927
N 0.155 1.280 5.623
N -1.736 0.630 -2.060
N 0.496 0.181 8.205
C 0.106 2.113 1.489
C -1.297 5.339 2.835
C 3.823 -7.758 -3.815
C -2.026 -0.396 -8.098
C 4.193 -9.215 -3.905
C 1.305 1.372 7.757
C -3.205 0.566 -6.219
C 0.521 1.160 -5.835
C -0.806 0.725 -6.352
C 0.846 -0.651 -2.647
C -3.205 -0.132 -7.416
C 1.387 -4.030 -1.670
C 0.587 0.875 1.942
C 3.724 -4.584 -3.074
C -0.701 4.044 -1.788
C 1.468 1.322 6.251
C -2.761 0.549 -1.522
C -2.730 5.063 3.259
C 0.163 1.571 4.221
C -0.828 0.043 -7.565
C -0.575 0.077 6.003
C 1.369 -1.752 -2.566
C -0.491 3.596 -0.353
C 0.618 0.635 3.280
C 3.131 -5.564 -2.285
C -0.287 2.792 3.780
C -0.315 3.084 2.406
C -0.833 0.109 7.495
C -0.846 4.508 0.611
C 1.970 -3.044 -2.470
C 3.139 -3.335 -3.177
C 1.961 -5.286 -1.587
C 0.009 2.350 0.058
C -1.998 0.991 -5.688
B -4.081 0.506 -0.694
H -4.769 -0.383 -1.125
H 2.262 1.335 8.274
H 0.919 0.134 1.229
H -1.391 0.997 7.787
H 0.474 -3.808 -1.134
H 1.022 -0.673 8.007
H 1.498 -6.059 -0.988
H -4.579 1.601 -0.820
H -3.706 0.298 0.444
H 0.355 0.213 9.215
H 0.750 2.256 8.065
H 1.996 2.221 5.935
H 5.152 -9.390 -3.416
H -2.825 4.108 3.775
H 4.252 -9.502 -4.952
H -1.231 6.280 2.294
H 3.586 -2.574 -3.802
H 0.106 -0.141 -8.078
H -0.620 5.419 3.685
H -1.346 -0.786 7.842
H -3.387 5.042 2.390
H -2.007 1.567 -4.771
H -0.037 -0.846 5.745
H -3.074 5.851 3.927
H -4.135 0.778 -5.710
H 2.091 0.458 5.971
H -2.049 -0.937 -9.033
H 3.443 -9.817 -3.393
H -0.650 3.493 4.517
H -1.223 5.467 0.278
H -1.533 0.052 5.485
H 4.634 -4.803 -3.614
*
```

Properties
frontier orbital gap (spin up / spin down) = 6.21 / 6.56 eV
ΔE to the lowest compared entry with this formula, charge and spin = 43.9 kJ/mol
electronic energy = -140416.95932 eV

Here are the Löwdin charges for atoms 1 to 8, given in e:
1. Re 1.684
2. Br 0.759
3. S 1.011
4. F 0.082
5. O 0.049
6. O 0.143
7. O 0.100
8. O -0.169


Record 6
Entry from the OMol25 dataset: a molecular structure, C34H32BF4MgNOP2S2 (ωB97M-V/def2-TZVPD).

The geometry in ORCA input format:
```
! RIJCOSX wB97M-V def2-TZVPD def2/J DEFGRID3
* xyz 0 1
S 3.325 2.893 -1.070
S 3.151 -0.061 -1.442
P -0.431 -0.717 -1.978
P 0.636 1.075 0.854
Mg 1.270 1.573 -1.706
F 0.694 4.535 -3.466
F -1.295 3.390 -3.573
F 0.003 3.224 -1.673
F 0.706 2.210 -3.529
O 5.190 1.127 -0.456
N -0.925 -1.246 0.757
C 2.006 1.412 2.006
C 0.424 -0.778 1.009
C -1.718 -0.829 -3.269
C 3.136 2.938 3.493
C 4.169 2.023 3.658
C -2.174 -2.054 -3.757
C -2.233 1.783 3.690
C -2.143 -2.256 4.111
C 1.404 -2.388 -3.161
C -0.840 1.678 1.726
C -2.287 0.349 -3.742
C -1.817 2.356 1.003
C -3.186 -2.093 -4.702
C -3.306 0.307 -4.684
C 1.852 -4.671 -2.566
C 2.098 -3.569 -3.372
C -3.154 -1.208 1.760
C -1.052 1.404 3.078
C 0.447 -2.301 -2.151
C 2.064 2.636 2.670
C 3.986 1.346 -0.955
C 5.946 2.243 0.033
C -3.992 -1.446 2.841
C 3.050 0.503 2.165
C -3.004 2.735 1.619
C 4.124 0.808 2.990
C 0.909 -4.589 -1.551
C -1.787 -1.479 1.844
C 0.206 -3.411 -1.344
C -1.548 -0.955 -0.517
C -3.755 -0.913 -5.165
C -3.498 -1.959 4.027
C -1.302 -2.031 3.037
C -3.213 2.445 2.958
B -0.010 3.436 -3.115
H -4.543 -0.947 -5.907
H -1.731 -2.977 -3.405
H 6.879 1.818 0.393
H -1.930 1.309 -3.394
H -2.132 -0.021 -0.501
H -0.293 0.884 3.650
H -3.530 -3.047 -5.081
H 0.729 -1.069 2.009
H -1.736 -2.682 5.019
H 0.718 -5.446 -0.916
H -3.736 1.231 -5.047
H -3.577 -0.781 0.862
H 6.132 2.957 -0.768
H 5.406 2.732 0.843
H 2.399 -5.591 -2.725
H 4.929 0.094 3.104
H -0.521 -3.356 -0.543
H -4.154 -2.138 4.868
H 1.610 -1.524 -3.783
H -4.138 2.738 3.438
H 2.838 -3.626 -4.159
H 1.131 -1.242 0.314
H -0.259 -2.306 3.128
H -2.255 -1.756 -0.757
H 1.264 3.356 2.544
H -5.045 -1.212 2.748
H 3.047 -0.437 1.627
H 3.168 3.892 4.005
H 5.006 2.259 4.302
H -1.649 2.598 -0.040
H -2.397 1.553 4.734
H -3.758 3.263 1.051
*
```

Properties
frontier orbital gap = 8.50 eV
ΔE to the lowest compared entry with this formula, charge and spin = 0.0 kJ/mol
electronic energy = -96564.91631 eV

Here are the Löwdin charges for atoms 1 to 8, given in e:
1. S 0.707
2. S 0.637
3. P 1.060
4. P 1.046
5. Mg 0.286
6. F 0.206
7. F 0.176
8. F 0.020


> Which formula does entry 6 have?

C34H32BF4MgNOP2S2


> What is the electronic energy in the sixth record?

-96564.91631 eV


> Which value of electronic energy does entry 5 give?

-140416.95932 eV


> The lowest electronic energy belongs to which entry?

C34H31Br4GeLiO2P2